Entry from the Open Molecules 2025 dataset: a cluster of 14 separate species, C32H96N4O14 in total (ωB97M-V/def2-TZVPD).

Last column: Mulliken charge in e.
Element x y z (Å)
C -3.74617 3.09161 2.47907  -0.4429
C -2.58112 2.95846 3.49371  -0.1167
O -1.66186 4.10263 3.45921  -0.5469
H -4.07719 2.11201 2.13425  0.1367
H -3.33785 3.43466 1.52844  -0.1176
H -4.55887 3.69860 2.87805  0.3610
H -2.01336 2.04336 3.32539  0.0759
H -2.99118 2.92161 4.50296  0.3576
H -1.37279 4.33936 2.57491  0.3518
C -2.02855 0.41901 -4.64385  -0.4211
C -0.60157 0.26949 -5.12480  -0.2542
O -0.27544 1.58685 -5.36384  -0.5217
H -2.09046 0.80896 -3.62788  -0.3883
H -2.44792 -0.58625 -4.60286  0.3407
H -2.63713 1.12936 -5.20344  0.3652
H -0.53815 -0.23850 -6.08710  0.4352
H 0.03750 -0.27723 -4.43142  0.1941
H 0.63295 1.83266 -5.55359  0.2724
C -4.55142 3.26766 -2.76449  -1.3675
C -3.12288 3.51383 -2.60537  0.9934
O -2.49345 4.42964 -3.50208  -0.5306
H -4.80516 2.82624 -3.72827  0.3370
H -5.03418 4.24253 -2.83271  0.4144
H -4.97742 2.72996 -1.91743  0.3104
H -2.67591 2.52011 -2.57649  -0.5232
H -2.97262 3.87646 -1.58851  0.0602
H -2.53293 4.05610 -4.38554  0.2967
C 3.44665 4.02007 -2.33413  -0.6319
C 3.37057 4.49066 -3.82419  -0.0148
O 4.08238 3.56424 -4.59813  -0.5353
H 4.34345 3.47859 -2.03307  0.4061
H 2.63971 3.32787 -2.09372  -0.1047
H 3.30055 4.84114 -1.63227  0.3263
H 3.79689 5.49374 -3.81037  0.2586
H 2.33334 4.70549 -4.08129  -0.0429
H 4.99284 3.40340 -4.33968  0.3445
C -1.84918 -1.35074 4.03072  -0.0676
C -0.62156 -1.94813 3.46572  1.0123
O 0.11104 -2.82653 4.26272  -0.6537
H -2.05172 -0.37187 3.59610  -0.2594
H -1.67243 -1.20630 5.09656  0.5082
H -2.69577 -2.01436 3.85466  -0.4443
H 0.02693 -1.19792 3.01324  0.0176
H -0.85001 -2.56375 2.59571  -0.4635
H 0.62137 -3.39018 3.67666  0.3417
C -6.31629 -0.46443 -1.99429  -0.8825
C -6.50139 -1.06938 -0.57439  0.5195
O -6.75920 0.01473 0.30818  -0.5373
H -6.48905 -1.17372 -2.80371  0.3450
H -5.25528 -0.22560 -2.06727  -0.0089
H -6.76589 0.50540 -2.20733  0.3332
H -5.53417 -1.47511 -0.27781  -0.3357
H -7.21901 -1.88937 -0.60146  0.3115
H -6.54079 -0.27703 1.19631  0.2938
C 0.06858 7.17068 -4.02745  -0.9464
C -0.18550 7.13600 -2.50819  -0.3105
O -0.52507 5.89778 -2.00133  -0.3973
H -0.83029 6.68867 -4.41189  0.2465
H 0.84154 6.45387 -4.30465  0.1003
H 0.22836 8.19904 -4.35155  0.3836
H -0.97054 7.85931 -2.28764  0.3145
H 0.69827 7.56191 -2.03315  0.3926
H -1.00830 5.34398 -2.61890  -0.0153
C -5.22223 -3.72158 1.84501  -0.4970
C -5.12829 -3.90917 3.37242  0.0725
O -5.99370 -3.00058 3.97900  -0.5899
H -4.85081 -2.77924 1.44234  -0.0787
H -6.23423 -3.76644 1.44257  0.4406
H -4.85121 -4.60017 1.31726  0.1059
H -4.09150 -3.73954 3.66295  -0.0782
H -5.32730 -4.92944 3.70036  0.3524
H -6.22010 -2.24754 3.42831  0.3013
O 1.53706 3.76100 0.92277  -0.6383
H 1.20705 3.32186 0.13888  0.2865
H 0.81389 4.31991 1.20716  0.3449
O -0.78324 5.22833 0.75821  -0.4369
H -0.45853 6.05108 1.12411  0.2668
H -0.85964 5.39694 -0.18092  0.2878
C -1.35170 -7.29633 2.86587  -1.6430
C -2.21402 -6.36135 2.01131  1.0265
C -1.42292 -5.94150 0.70092  -0.6305
O -2.38751 -5.12423 -0.03460  -0.3589
C -1.67078 -4.07170 -0.72839  -0.5999
N -3.32459 -7.09479 1.64321  -0.7034
H -0.83857 -8.06243 2.28459  0.3669
H -1.90926 -7.70162 3.71024  0.4416
H -0.58429 -6.78051 3.44302  0.3671
H -2.64679 -5.56105 2.61159  -0.2453
H -1.25727 -6.78714 0.03342  0.2653
H -0.53326 -5.38417 0.99414  0.4539
H -2.36716 -3.46164 -1.30370  0.2811
H -0.81010 -4.27774 -1.36468  0.4011
H -1.26662 -3.40307 0.03166  0.0324
H -3.75306 -6.60033 0.87379  0.2559
H -3.07522 -7.99665 1.26300  0.3017
C 7.39580 -2.73872 0.90207  -1.2292
C 7.84531 -2.85827 -0.54569  0.6563
C 7.45454 -1.63017 -1.43033  -0.6643
O 5.99287 -1.57092 -1.58894  -0.3570
C 5.35290 -0.41664 -2.33851  -0.4725
N 9.23448 -3.16575 -0.50430  -0.7265
H 7.70995 -1.79289 1.34343  0.3063
H 7.53706 -3.61308 1.53741  0.3619
H 6.33674 -2.52909 0.75187  0.2109
H 7.36120 -3.74089 -0.96368  0.1603
H 7.81646 -1.76888 -2.44910  0.3711
H 7.73488 -0.62620 -1.11166  0.3472
H 5.30314 0.50737 -1.76245  0.1226
H 4.32884 -0.69858 -2.58326  0.1108
H 6.04858 -0.26587 -3.16398  0.3904
H 9.65246 -3.16422 -1.42375  0.2215
H 9.48031 -4.04883 -0.08024  0.2426
C 1.30150 0.23555 -1.16634  -1.9305
C -0.04744 1.03130 -1.28921  2.1783
C -0.86934 1.01913 0.05094  -1.0724
O -1.18190 -0.32238 0.58731  0.1920
C -2.54996 -0.63501 0.56580  -0.6270
N 0.26988 2.40271 -1.74806  0.2663
H 1.10428 -0.71774 -0.67599  0.3534
H 2.04513 0.60754 -0.46154  0.2335
H 1.74697 0.05701 -2.14500  0.5178
H -0.60323 0.62674 -2.13511  -1.0122
H -1.77497 1.62416 0.00755  0.2641
H -0.36982 1.49305 0.89591  0.2981
H -2.73342 -1.67241 0.84554  -0.2077
H -3.09103 -0.56686 -0.37796  0.4026
H -3.08066 0.00747 1.26842  0.2646
H 0.67082 2.29630 -2.66895  0.1640
H -0.49764 3.05671 -1.69060  -0.3127
C 5.15400 0.57958 1.65100  -1.5021
C 4.57060 -0.69503 2.21522  1.2414
C 4.10455 -0.56527 3.69643  -0.9641
O 3.82837 -1.81615 4.26099  -0.3176
C 3.67672 -1.83680 5.63437  -0.8135
N 3.41648 -1.05016 1.44202  -0.5695
H 5.02760 0.70448 0.57558  0.0508
H 6.17831 0.74854 1.98319  0.4131
H 4.57414 1.41060 2.05258  0.5071
H 5.28317 -1.50537 2.06127  -0.1662
H 3.17713 -0.01505 3.85528  0.3684
H 4.78287 0.03875 4.29904  0.4703
H 4.51099 -1.48333 6.24030  0.2898
H 3.36031 -2.82062 5.98089  0.2717
H 2.76859 -1.24607 5.75451  0.3358
H 2.71097 -0.34154 1.58420  0.0868
H 3.02104 -1.82818 1.95036  0.2453

For the HOMO-LUMO gap, the calculation gives 0.3399 Ha. The value obtained for the relative energy (zero: lowest compared OMol25 entry of this formula, charge and spin) is 102.0 kcal/mol. As for the max |F|: 3.55 eV/A. The value obtained for the electronic energy is -2548.8624 Eh. The calculation puts the HOMO energy at -0.328 Ha. The LUMO energy comes out at 0.312 eV.